97
Properties=species:S:1:pos:R:3:forces:R:3:lowdin_charge:R:1 method="wB97M-V/def2-TZVPD" molar_mass_g_mol=958.7 de_lowest_ev=3.7678 charge=-1 e_tot_ev=-147973.70131 orbital_gap_ha=0.2805
Ti 1.629294 -1.346522 0.727960 0.14 -0.80 0.60 0.789
S 3.988756 -0.662753 1.227603 0.38 0.57 0.34 0.695
C 3.945574 0.666869 2.341264 -0.78 0.46 0.17 -0.870
S 2.366253 1.177964 2.999737 0.94 -0.33 -0.26 1.010
C 5.063687 1.438943 2.677261 0.04 -0.54 -0.55 -0.361
C 5.056214 2.573205 3.594393 0.02 -1.75 -1.62 -0.248
N 5.089447 3.498298 4.268385 -0.04 0.68 0.60 0.137
C 6.251175 1.163272 1.879349 -1.39 0.81 1.47 -0.289
N 7.170985 1.009052 1.216982 0.85 -0.19 -0.59 0.141
C -0.596630 -5.362827 2.255630 1.12 -0.27 -0.59 -0.070
C -0.669555 -4.351940 1.074047 -1.87 -0.29 1.36 -0.503
O -1.836025 -4.778691 0.249458 1.31 -0.32 1.55 -0.076
P -1.096386 -2.757733 1.848252 0.61 1.68 0.62 0.694
O -0.830751 -2.702531 3.340200 -0.04 -0.11 -1.43 -0.288
O -3.823916 -4.170629 2.094522 0.45 -2.01 1.73 -0.007
O -0.220841 -1.734984 1.007457 -0.54 -0.53 0.12 -0.545
P 0.850283 -4.350237 0.057796 0.78 -1.45 0.78 0.338
O 0.336048 -3.801067 -1.356745 -0.10 0.62 -0.24 -0.133
O 1.325366 -5.743778 0.021902 -0.19 0.21 -0.57 -0.266
O 1.819487 -3.346445 0.684136 0.19 1.06 -0.08 -0.361
H -1.348193 -5.304845 3.026748 -0.35 0.73 0.08 0.069
H 0.397655 -5.484596 2.752139 -0.75 0.44 -0.69 0.111
H -0.805061 -6.238368 1.699257 0.12 -1.52 -0.22 0.064
H -1.766186 -4.245507 -0.526709 -0.16 0.51 -1.22 0.052
H 0.808923 -1.852542 3.307843 1.08 0.19 -0.47 0.095
H -3.325875 -4.804399 1.550553 0.07 0.24 0.10 0.081
H 0.501791 -2.840313 -1.456517 0.05 -0.25 0.07 0.039
O 1.658256 -1.413852 2.940938 -1.59 -0.36 0.81 -0.196
C 1.257694 -0.133853 2.423424 0.14 0.55 -0.60 -0.707
C -0.112343 0.313238 2.929248 1.10 -0.53 1.57 -0.289
C -0.154331 0.365606 4.345181 -2.10 0.26 -0.08 -0.048
C -1.347552 0.719239 5.022025 1.18 -0.88 -1.79 -0.063
C -2.499855 1.031033 4.310798 -0.09 0.17 -0.92 -0.066
C -2.481622 0.907864 2.892311 1.16 0.02 2.36 -0.085
C -1.280926 0.509286 2.228289 -2.75 0.89 -1.29 -0.269
P -1.544514 0.302102 0.348523 0.21 0.76 -0.03 1.156
C -2.878459 1.578744 0.056708 0.83 1.25 0.68 -0.349
C -2.427373 2.926832 0.166171 -1.57 -0.30 0.52 -0.102
C -3.365678 3.948090 -0.005585 1.37 -0.65 -0.84 -0.102
C -4.643579 3.691609 -0.453066 0.01 0.64 -0.03 -0.109
C -5.085044 2.391155 -0.586374 -0.13 0.05 0.20 -0.089
C -4.229721 1.360636 -0.256091 1.22 -1.06 -0.25 -0.093
C -2.607096 -1.156866 0.149120 0.72 -0.89 2.07 -0.362
C -2.764202 -2.058443 1.404939 0.49 0.60 0.02 -0.195
C -3.964486 -3.026285 1.395222 0.75 1.34 -2.86 -0.381
C -4.307353 -3.414152 -0.054283 -0.89 -0.97 3.38 -0.047
C -3.937224 -2.749272 -1.077824 1.20 1.47 -3.91 -0.108
C -3.125752 -1.532326 -0.998716 -0.30 0.03 -0.86 -0.118
H 0.656594 -0.021482 4.948190 0.25 0.26 -0.21 0.114
H -1.349374 0.502088 6.050670 -0.21 0.41 1.35 0.085
H -3.416413 1.355320 4.846848 0.63 -0.42 -0.51 0.108
H -3.440610 1.081389 2.426987 0.24 -0.03 -0.56 0.097
H -1.453377 3.257538 0.527216 0.08 -0.64 -0.27 0.096
H -2.969257 4.944975 -0.038119 -0.18 0.54 0.39 0.094
H -5.196200 4.581543 -0.711747 -0.65 -0.22 -0.10 0.096
H -6.074917 2.147253 -0.930747 -0.29 0.11 -0.03 0.098
H -4.518877 0.304923 -0.329444 -0.28 0.65 -0.01 0.096
H -2.846422 -1.308173 2.222335 -0.21 -0.92 -0.09 0.104
H -4.752452 -2.469867 1.818663 -1.39 0.53 0.56 0.136
H -4.831338 -4.344930 -0.082179 -0.38 -0.47 -0.35 0.117
H -4.085976 -3.091851 -2.115045 -0.32 -0.07 0.59 0.117
H -2.954496 -0.964596 -1.917851 -0.11 -0.09 0.33 0.093
N 1.639455 -0.802572 -1.014130 -0.01 -1.71 0.89 -0.313
P 1.783644 0.490307 -1.826135 0.29 1.45 1.25 0.776
C 0.197400 0.869375 -2.551917 -1.03 -1.66 -1.78 -0.303
C -0.505967 2.060617 -2.559351 0.79 0.59 -0.64 -0.122
C -1.671680 2.213100 -3.275739 -1.71 -0.22 0.02 -0.086
C -2.244332 1.128609 -3.931792 -0.29 -1.30 -0.36 -0.087
C -1.578926 -0.123237 -3.991765 1.11 0.95 0.03 -0.092
C -0.351285 -0.251983 -3.301020 -0.69 0.83 0.06 -0.071
C 3.020907 0.462078 -3.095097 -0.65 1.03 -2.15 -0.288
C 2.669542 1.024584 -4.331920 -0.23 0.08 -0.18 -0.066
C 3.643817 1.189729 -5.311420 -1.30 0.60 -1.38 -0.109
C 4.938188 0.809746 -5.077970 2.00 0.33 -0.59 -0.109
C 5.360437 0.379061 -3.803419 -0.75 -1.26 -1.38 -0.045
C 4.339098 0.127620 -2.875067 0.91 -0.30 0.94 -0.095
C 2.341557 1.906278 -0.808369 1.97 -0.08 -0.32 -0.253
C 1.485101 2.784834 -0.209216 -2.94 0.43 0.23 -0.141
C 1.824780 3.896464 0.520409 1.38 0.48 0.20 -0.079
C 3.191250 4.159265 0.689597 -0.59 1.05 1.34 -0.099
C 4.118313 3.307032 0.169265 1.05 -1.75 -1.55 -0.079
C 3.712732 2.155971 -0.596125 -0.04 1.82 0.09 -0.061
H -0.125829 2.973571 -2.125525 0.23 -0.22 0.18 0.099
H -2.213968 3.169566 -3.206907 0.31 -0.54 -0.15 0.116
H -3.249320 1.105424 -4.390585 0.67 0.73 0.16 0.108
H -1.937268 -0.895946 -4.712538 0.21 0.46 1.10 0.116
H 0.140289 -1.231726 -3.343211 0.13 0.58 0.14 0.106
H 1.623219 1.299198 -4.543991 0.69 -0.07 0.12 0.106
H 3.362600 1.619735 -6.320509 0.30 -0.66 1.32 0.121
H 5.672788 0.879655 -5.950851 -0.93 -0.05 1.51 0.124
H 6.394546 -0.006695 -3.765054 -0.71 0.43 0.71 0.115
H 4.481347 -0.307411 -1.889786 0.77 -0.15 -0.12 0.096
H 0.414440 2.629641 -0.358595 0.33 -0.16 0.29 0.054
H 1.112632 4.603830 0.944265 -0.10 -0.45 -0.17 0.108
H 3.513065 5.020523 1.319765 -0.24 -0.67 -0.71 0.120
H 5.208246 3.527267 0.224532 -0.97 -0.28 0.16 0.121
H 4.481928 1.645084 -1.159513 -0.07 -0.17 0.45 0.081

17
Properties=species:S:1:pos:R:3:forces:R:3:lowdin_charge:R:1 method="wB97M-V/def2-TZVPD" molar_mass_g_mol=190.2 de_lowest_ev=3.4016 e_tot_ev=-34023.87735 smiles="Cc1nnsc1SCC(=O)O" orbital_gap_ha=0.3364
C -0.883405 -0.148912 2.976438 -3.37 1.46 0.31 -0.105
C 0.272700 0.040206 2.024279 -1.56 -2.60 -1.27 -0.502
N 1.376257 0.571050 2.501823 0.48 -0.24 1.13 -0.060
N 2.410567 0.329787 1.777027 1.56 1.61 0.53 -0.389
S 2.086765 -0.379984 0.416199 -0.67 -1.40 -1.69 1.011
C 0.426161 -0.614972 0.714990 0.42 1.97 1.59 -0.769
S -0.713117 -1.178827 -0.523303 -0.08 -0.48 2.20 0.878
C -0.806667 0.177889 -1.643372 3.43 0.52 -1.52 -0.412
C 0.211189 -0.228888 -2.854978 2.82 -0.42 -2.88 -0.366
O 1.095954 -1.156261 -3.079505 -5.38 5.35 1.68 -0.004
O -0.038907 0.875658 -3.826210 2.17 -3.33 0.45 -0.038
H -0.765130 0.578135 4.049100 -0.08 -2.83 -3.25 0.146
H -1.202884 -1.395007 3.092543 1.01 4.08 -0.02 0.147
H -1.816500 0.452422 2.390656 2.01 -2.03 1.75 0.108
H -1.786603 0.115823 -2.082534 -0.40 0.55 -0.19 0.063
H -0.447190 1.264870 -1.318657 -1.12 -2.50 -0.45 0.156
H 0.580810 0.697009 -4.614499 -1.23 0.29 1.65 0.137